(P)
Here is the ion C3H9IN3 with charge +1 from the OMol25 dataset. Energies are from ωB97M-V/def2-TZVPD.

Last columns: bonded neighbours and bond lengths (Å).
Positions of all 16 atoms, in Å:
1 C 1.16 0.11 1.97  N2 1.421, H8 1.135, H9 1.097, H10 1.137
2 N 1.20 -0.32 0.61  C1 1.421, C3 1.315, H11 1.021
3 C 0.22 -0.39 -0.26  N2 1.315, N4 1.367, N6 1.333
4 N 0.50 -0.97 -1.47  C3 1.367, I5 2.079, H12 0.965
5 I 2.36 -0.90 -2.40  N4 2.079
6 N -1.01 0.09 -0.03  C3 1.333, C7 1.453, H13 1.099
7 C -1.99 0.58 -0.97  N6 1.453, H14 1.127, H15 1.150, H16 1.127
8 H 1.37 -0.75 2.68  C1 1.135
9 H 1.96 0.81 2.25  C1 1.097
10 H 0.12 0.54 2.11  C1 1.137
11 H 2.13 -0.57 0.26  N2 1.021
12 H -0.24 -0.90 -2.09  N4 0.965
13 H -1.01 0.54 0.97  N6 1.099
14 H -1.52 0.55 -2.00  C7 1.127
15 H -2.32 1.63 -0.63  C7 1.150
16 H -2.92 -0.05 -1.01  C7 1.127

- spin multiplicity = 1
- total charge = +1
- SMILES = CN/C(NI)=[NH+]/C
- E_HOMO (eV) = -13.66

(Q)
Here is a cluster of 2 separate species, C3H9IN3 in total from the OMol25 dataset. Energies are from ωB97M-V/def2-TZVPD.

Last columns: bonded neighbours and bond lengths (Å).
Positions of all 16 atoms, in Å:
1 C 1.63 0.70 -0.25  C2 1.498, N4 1.288, H8 1.133
2 C 1.98 2.12 0.05  C1 1.498, H9 1.148, H10 1.069, H11 1.102
3 C -1.86 -1.14 -0.47  N6 1.307, I7 2.114, H12 1.030
4 N 0.42 0.39 0.05  C1 1.288, N5 1.324, H16 0.963
5 N 0.02 -0.82 0.42  N4 1.324, H13 1.001
6 N -2.21 -2.25 0.12  C3 1.307, H14 1.052, H15 0.976
7 I -2.85 0.70 -0.12  C3 2.114
8 H 2.45 -0.04 -0.51  C1 1.133
9 H 1.06 2.42 0.67  C2 1.148
10 H 2.17 2.86 -0.71  C2 1.069
11 H 2.74 1.99 0.84  C2 1.102
12 H -1.56 -1.25 -1.45  C3 1.030
13 H 0.70 -1.55 0.33  N5 1.001
14 H -1.93 -3.23 -0.13  N6 1.052
15 H -2.58 -2.04 1.00  N6 0.976
16 H -0.17 1.14 0.17  N4 0.963

- spin multiplicity = 1
- total charge = +1
- E_HOMO (spin up / spin down) (eV) = -12.58 / -12.59

(R)
Here is the ion C3H9IN3 with charge +1 from the OMol25 dataset. Energies are from ωB97M-V/def2-TZVPD.

Last columns: bonded neighbours and bond lengths (Å).
Positions of all 16 atoms, in Å:
1 N -1.98 0.89 0.04  C2 1.490, H8 1.014, H9 1.012
2 C -0.60 1.07 -0.48  N1 1.490, C3 1.572, H10 1.098, H11 1.094
3 C 0.53 0.72 0.55  C2 1.572, N4 1.496, H12 1.090, H13 1.096
4 N 1.55 -0.30 0.15  C3 1.496, I5 2.054, C6 1.312
5 I 3.53 0.21 -0.03  N4 2.054
6 C 1.12 -1.52 -0.08  N4 1.312, N7 1.310, H14 1.085
7 N -0.13 -1.88 0.00  C6 1.310, H15 1.019, H16 1.010
8 H -2.18 1.56 0.77  N1 1.014
9 H -2.64 1.05 -0.71  N1 1.012
10 H -0.43 2.11 -0.80  C2 1.098
11 H -0.50 0.45 -1.37  C2 1.094
12 H 1.09 1.62 0.79  C3 1.090
13 H 0.06 0.36 1.47  C3 1.096
14 H 1.86 -2.28 -0.34  C6 1.085
15 H -0.87 -1.21 0.21  N7 1.019
16 H -0.40 -2.84 -0.16  N7 1.010

- spin multiplicity = 1
- total charge = +1
- SMILES = NCCN(I)C=[NH2+]
- E_HOMO (eV) = -13.60

The data favor (R); the next most stable structure lies 0.0120 hartree above it.

(P)
Here is the molecule C9H7NO2 from the OMol25 dataset. Energies are from ωB97M-V/def2-TZVPD.

Last columns: bonded neighbours and bond lengths (Å).
Positions of all 19 atoms, in Å:
1 C -0.90 0.78 -3.02  N2 1.551, H13 1.072, H14 1.220, H15 1.057
2 N -0.41 0.27 -1.64  C1 1.551, C3 1.239, C11 1.360
3 C 0.05 -0.82 -1.25  N2 1.239, O4 1.270, C5 1.585
4 O 0.18 -1.83 -2.01  C3 1.270
5 C 0.47 -0.67 0.27  C3 1.585, C6 1.427, C10 1.374
6 C 0.60 -1.73 1.21  C5 1.427, C7 1.368, H16 1.113
7 C 0.71 -1.31 2.51  C6 1.368, C8 1.541, H17 1.032
8 C 0.77 0.21 2.75  C7 1.541, C9 1.325, H18 1.235
9 C 0.30 1.04 1.83  C8 1.325, C10 1.278, H19 1.004
10 C 0.13 0.61 0.63  C5 1.374, C9 1.278, C11 1.464
11 C -0.29 1.18 -0.65  N2 1.360, C10 1.464, O12 1.199
12 O -0.63 2.31 -0.86  C11 1.199
13 H -0.33 0.19 -3.71  C1 1.072
14 H -2.04 0.43 -3.26  C1 1.220
15 H -0.70 1.82 -3.02  C1 1.057
16 H 0.52 -2.74 0.76  C6 1.113
17 H 0.75 -2.03 3.24  C7 1.032
18 H 0.69 0.37 3.97  C8 1.235
19 H 0.13 1.92 2.27  C9 1.004

- spin multiplicity = 1
- SMILES = CN1C(=O)c2ccccc2C1=O
- E_HOMO (eV) = -9.83

(Q)
Here is the molecule C9H7NO2 from the OMol25 dataset. Energies are from ωB97M-V/def2-TZVPD.

Last columns: bonded neighbours and bond lengths (Å).
Positions of all 19 atoms, in Å:
1 O 0.16 2.74 0.17  C2 1.359, H13 0.907
2 C 0.63 1.47 0.09  O1 1.359, C3 1.485, C12 1.380
3 C 2.07 1.29 -0.23  C2 1.485, C4 1.445, H14 1.293
4 C 2.54 -0.07 -0.21  C3 1.445, C5 1.369, H15 1.104
5 C 1.56 -1.03 -0.11  C4 1.369, O6 1.547, C7 1.462
6 O 1.93 -2.46 0.34  C5 1.547, H16 1.068
7 C 0.13 -0.80 0.06  C5 1.462, N8 1.308, C12 1.342
8 N -0.71 -1.80 0.03  C7 1.308, C9 1.358
9 C -2.01 -1.45 -0.20  N8 1.358, C10 1.367, H17 1.107
10 C -2.64 -0.25 -0.08  C9 1.367, C11 1.494, H18 1.122
11 C -1.67 0.86 0.17  C10 1.494, C12 1.415, H19 1.155
12 C -0.31 0.46 0.18  C2 1.380, C7 1.342, C11 1.415
13 H -0.53 2.87 0.75  O1 0.907
14 H 2.49 2.51 -0.38  C3 1.293
15 H 3.53 -0.50 -0.44  C4 1.104
16 H 1.12 -3.09 0.65  O6 1.068
17 H -2.45 -2.43 -0.48  C9 1.107
18 H -3.75 -0.24 -0.23  C10 1.122
19 H -2.08 1.91 -0.10  C11 1.155

- spin multiplicity = 1
- SMILES = Oc1ccc(O)c2ncccc12
- E_HOMO (eV) = -7.80

The data favor (P); the next most stable structure lies 0.0495 hartree above it.

(P)
Here is a cluster of 2 separate species, C3H9NS in total from the OMol25 dataset. Energies are from ωB97M-V/def2-TZVPD.

Last columns: bonded neighbours and bond lengths (Å).
Positions of all 14 atoms, in Å:
1 C 1.94 2.99 0.41  N2 1.299, H3 1.066, H4 1.041
2 N 0.64 2.87 0.32  C1 1.299, H5 1.011
3 H 2.64 3.12 -0.38  C1 1.066
4 H 2.38 2.80 1.34  C1 1.041
5 H 0.43 2.89 1.31  N2 1.011
6 C -1.87 -1.62 0.74  S7 1.928, H9 1.103, H10 1.098, H11 1.191
7 S -0.35 -0.58 0.17  C6 1.928, C8 1.872
8 C 0.08 -1.55 -1.37  S7 1.872, H12 1.128, H13 1.092, H14 1.071
9 H -2.45 -1.06 1.49  C6 1.103
10 H -2.40 -1.90 -0.18  C6 1.098
11 H -1.46 -2.67 1.12  C6 1.191
12 H -0.76 -2.21 -1.75  C8 1.128
13 H 0.88 -2.24 -1.10  C8 1.092
14 H 0.30 -0.84 -2.14  C8 1.071

- spin multiplicity = 2
- total charge = +1
- E_HOMO (spin up / spin down) (eV) = -13.58 / -13.56

(Q)
Here is a cluster of 2 separate species, C3H9NS in total from the OMol25 dataset. Energies are from ωB97M-V/def2-TZVPD.

Last columns: bonded neighbours and bond lengths (Å).
Positions of all 14 atoms, in Å:
1 C 3.79 -0.45 1.42  N2 1.266, H3 1.094, H4 1.104
2 N 3.34 -0.98 0.36  C1 1.266, H5 1.022
3 H 3.20 -0.53 2.34  C1 1.094
4 H 4.70 0.18 1.41  C1 1.104
5 H 4.08 -1.01 -0.35  N2 1.022
6 C -1.41 0.70 0.59  S7 1.840, H9 1.106, H10 1.100, H11 1.094
7 S -2.42 -0.70 -0.06  C6 1.840, C8 1.808
8 C -2.91 -0.12 -1.70  S7 1.808, H12 1.092, H13 1.101, H14 1.088
9 H -0.40 0.50 0.18  C6 1.106
10 H -1.61 1.76 0.42  C6 1.100
11 H -1.26 0.64 1.67  C6 1.094
12 H -3.29 0.90 -1.66  C8 1.092
13 H -3.68 -0.75 -2.18  C8 1.101
14 H -2.13 -0.16 -2.45  C8 1.088

- spin multiplicity = 2
- total charge = +1
- E_HOMO (spin up / spin down) (eV) = -12.54 / -12.54

The data favor (Q); the next most stable structure lies 0.0149 hartree above it.

(P)
Here is a cluster of 3 separate species, C4H12O3 in total from the OMol25 dataset. Energies are from ωB97M-V/def2-TZVPD.

Last columns: bonded neighbours and bond lengths (Å).
Positions of all 19 atoms, in Å:
1 C -0.82 0.80 -2.60  C2 1.464, H6 1.086, H7 1.106, H8 1.092
2 C -1.42 0.37 -1.34  C1 1.464, C3 1.404, H9 1.085
3 C -0.72 0.32 -0.12  C2 1.404, O4 1.277, C5 1.491
4 O 0.55 0.30 -0.03  C3 1.277, H10 0.978
5 C -1.46 0.61 1.14  C3 1.491, H11 1.082, H12 1.087, H13 1.093
6 H 0.04 1.45 -2.49  C1 1.086
7 H -0.54 -0.12 -3.14  C1 1.106
8 H -1.56 1.22 -3.29  C1 1.092
9 H -2.41 -0.08 -1.29  C2 1.085
10 H 0.80 0.25 0.91  O4 0.978
11 H -1.12 1.55 1.56  C5 1.082
12 H -2.52 0.73 0.91  C5 1.087
13 H -1.33 -0.15 1.91  C5 1.093
14 H 1.38 -1.27 3.66  O16 0.961
15 H 0.34 -1.77 2.61  O16 0.963
16 O 0.53 -1.08 3.25  H14 0.961, H15 0.963
17 H 3.44 -0.66 0.13  O19 0.966
18 H 3.03 -1.24 -1.19  O19 0.965
19 O 3.79 -1.20 -0.59  H17 0.966, H18 0.965

- spin multiplicity = 2
- total charge = +1
- E_HOMO (spin up / spin down) (eV) = -14.48 / -14.48

(Q)
Here is a cluster of 3 separate species, C4H12O3 in total from the OMol25 dataset. Energies are from ωB97M-V/def2-TZVPD.

Last columns: bonded neighbours and bond lengths (Å).
Positions of all 19 atoms, in Å:
1 O 1.34 -3.08 -1.72  C2 1.260
2 C 0.64 -2.85 -0.70  O1 1.260, C3 1.530, H6 1.145
3 C 0.84 -1.62 0.19  C2 1.530, C4 1.474, H7 1.106, H8 1.127
4 C 0.97 -0.37 -0.57  C3 1.474, C5 1.608, H9 1.015, H10 1.116
5 C 0.69 0.96 0.28  C4 1.608, H11 1.113, H12 1.174, H13 1.114
6 H -0.25 -3.45 -0.31  C2 1.145
7 H 1.72 -1.93 0.79  C3 1.106
8 H -0.06 -1.68 0.87  C3 1.127
9 H 0.46 -0.23 -1.44  C4 1.015
10 H 2.08 -0.27 -0.66  C4 1.116
11 H 0.98 1.74 -0.46  C5 1.113
12 H -0.42 1.04 0.67  C5 1.174
13 H 1.47 0.94 1.08  C5 1.114
14 H -3.34 1.56 -4.84  O16 0.951
15 H -4.01 2.61 -3.99  O16 1.009
16 O -3.15 2.43 -4.50  H14 0.951, H15 1.009
17 H -0.57 1.04 4.66  O19 0.954
18 H 0.39 2.04 5.48  O19 0.990
19 O 0.23 1.12 5.17  H17 0.954, H18 0.990

- spin multiplicity = 2
- total charge = +1
- E_HOMO (spin up / spin down) (eV) = -13.62 / -13.62

The data favor (P); the next most stable structure lies 0.0960 hartree above it.